Record 1
56
Properties=species:S:1:pos:R:3:lowdin_charge:R:1 method="wB97M-V/def2-TZVPD" lumo_energy_ev="-7.38 / -7.39" charge=+2 fmax_ev_per_a=2.73 homo_energy_ev="-13.9 / -13.9" gap_ha="0.24035 / 0.24005"
C 0.37125 2.96255 2.20330 -0.11
C 0.01929 1.63069 2.62771 -0.20
C 1.24068 0.90615 2.77310 -0.19
H -0.97291 1.27650 2.85460 0.11
C 2.32682 1.76535 2.40994 -0.09
C 1.79132 3.03675 2.06076 -0.08
H 2.36538 3.96017 1.90557 0.14
H -0.29928 3.81429 2.15510 0.13
H 1.37298 -0.09950 3.19387 0.13
H 3.40916 1.56613 2.55430 0.15
Ti 0.68611 1.17670 0.53575 0.83
C -3.65320 0.45033 -1.89092 -0.05
H -3.91726 0.17852 -0.86899 0.02
H -3.85061 -0.44216 -2.52946 0.03
H -4.21191 1.30309 -2.31601 0.03
Si -0.57405 -0.98374 0.54771 0.87
C -1.95665 -2.18901 0.04510 -0.35
C -2.79354 -2.72075 1.06552 -0.11
H -2.76716 -2.29658 2.08096 0.10
C -3.67743 -3.81632 0.86838 -0.06
H -4.19355 -4.25490 1.71976 0.11
C -3.88056 -4.39280 -0.39847 -0.04
H -4.53652 -5.24889 -0.55523 0.12
C -3.16517 -3.79469 -1.46026 -0.06
H -3.31621 -4.22007 -2.46403 0.12
C -2.24716 -2.73642 -1.25221 -0.11
H -1.75993 -2.32997 -2.16121 0.12
C 0.77444 -2.24539 0.63645 -0.34
C 0.52011 -3.63779 0.61230 -0.05
H -0.42342 -3.97654 0.16311 0.10
C 1.41401 -4.50031 1.26939 -0.03
H 1.17916 -5.58866 1.29279 0.13
C 2.57077 -3.93112 1.84368 -0.04
H 3.25440 -4.59646 2.36711 0.11
C 2.90113 -2.54156 1.73267 -0.05
H 3.81299 -2.13058 2.20400 0.12
C 2.03796 -1.73301 0.98491 -0.15
H 2.26152 -0.66684 0.72029 0.07
H -0.02673 -0.01446 -0.60999 -0.04
H -2.61358 0.71282 -2.11033 0.00
N 0.03014 4.35398 -1.96484 0.17
C -1.25686 4.47392 -1.43294 0.01
C -1.38633 3.50660 -0.47855 -0.05
N -0.19119 2.78836 -0.43366 -0.03
C 0.66381 3.34317 -1.31555 -0.23
C 1.96318 2.82870 -1.57587 -0.25
N 2.51148 1.84569 -0.84608 0.06
C 3.74781 1.56291 -1.45090 -0.05
C 3.88279 2.29495 -2.60076 0.00
N 2.73263 3.07763 -2.68556 0.15
H 0.40782 4.90751 -2.70356 0.17
H -1.95304 5.18367 -1.75361 0.12
H -2.17076 3.18859 0.21167 0.14
H 4.47159 0.89387 -1.01837 0.12
H 4.60395 2.36435 -3.36274 0.12
H 2.47031 3.73455 -3.39969 0.17

***

Record 2
64
Properties=species:S:1:pos:R:3:lowdin_charge:R:1 method="wB97M-V/def2-TZVPD" lumo_energy_ev=2.54 charge=-1 fmax_ev_per_a=0.41 homo_energy_ev=-4.2 gap_ha=0.24927
Sn 0.03295 0.46163 -0.26462 1.37
C 3.25856 3.32733 1.65072 -0.04
C 2.24550 2.71940 0.88719 -0.10
N 1.78708 1.52103 1.17266 0.02
C 2.33865 0.80702 2.19013 -0.14
C 3.37162 1.32940 2.98990 -0.17
C 3.80376 2.64082 2.69825 -0.02
C 3.95699 0.53405 4.01654 -0.08
C 3.52622 -0.75076 4.17925 -0.06
C 2.50652 -1.30690 3.37777 -0.18
C 2.06640 -2.67888 3.51206 -0.05
C 1.11841 -3.17826 2.71147 -0.03
C 0.46538 -2.32898 1.67196 -0.37
N 0.85533 -0.97201 1.63024 -0.02
C 1.86876 -0.54690 2.38539 -0.20
H 3.59468 4.32154 1.38974 0.10
H 1.83998 3.20239 0.00427 0.09
H 4.59004 3.07830 3.30422 0.11
H 4.74713 0.95140 4.62817 0.09
H 3.98162 -1.38230 4.93644 0.10
H 2.52941 -3.30099 4.27233 0.10
H 0.79688 -4.21147 2.77333 0.10
H -0.62776 -2.40417 1.75320 0.12
C -0.20433 -2.47454 -4.31893 -0.01
C -0.34319 -2.03034 -2.88973 -0.27
N -0.93044 -0.95454 -2.54825 -0.01
O -1.48157 -0.26395 -3.61626 -0.05
C 0.24756 -2.82335 -1.77699 -0.26
C 0.86364 -4.16183 -2.07025 -0.02
N 0.19908 -2.29151 -0.61969 0.03
O 0.76859 -3.01332 0.39034 -0.09
H -0.08561 -1.59124 -4.94246 0.09
H -1.10390 -2.99680 -4.65424 0.09
H 0.65052 -3.13223 -4.45439 0.07
H -1.44460 0.66108 -3.29996 0.08
H 0.24453 -4.72656 -2.76787 0.08
H 0.98464 -4.72656 -1.15241 0.07
H 1.84923 -4.02959 -2.52341 0.09
O -1.26071 2.13601 2.25571 -0.12
C -2.67140 1.96734 2.34170 -0.27
C -3.07239 0.83940 3.28484 -0.17
C -2.45324 -0.52153 2.93993 -0.14
C -3.10550 -1.22352 1.77921 -0.30
C -3.77823 -2.43156 1.95615 -0.04
C -4.33902 -3.06109 0.85825 -0.08
C -4.22552 -2.46344 -0.38609 -0.07
C -3.55097 -1.25529 -0.46890 -0.13
N -3.00160 -0.64851 0.57937 0.10
H -0.88327 2.14313 3.14160 0.09
H -3.00030 1.75275 1.32713 0.10
H -3.14257 2.89917 2.67480 0.11
H -4.16423 0.76208 3.30105 0.11
H -2.75475 1.11511 4.29735 0.11
H -2.50721 -1.17712 3.81103 0.11
H -1.39598 -0.37127 2.69787 0.09
H -3.83361 -2.87901 2.94101 0.11
H -4.85225 -4.00842 0.97271 0.10
H -4.65184 -2.91427 -1.27233 0.10
H -3.43909 -0.74504 -1.41769 0.10
O 1.31945 1.53018 -3.98368 -0.35
S 1.21066 1.84466 -2.57281 0.24
O 1.99984 2.99572 -2.14899 -0.37
O -0.23163 2.01806 -2.15712 -0.54
O 1.63741 0.61102 -1.73397 -0.53

***

Record 3
56
Properties=species:S:1:pos:R:3:lowdin_charge:R:1 method="wB97M-V/def2-TZVPD" spin_multiplicity=2 s_squared=0.755 lumo_energy_ev="-6.88 / -6.69" charge=+2 fmax_ev_per_a=0.70 homo_energy_ev="-13.9 / -14.0" gap_ha="0.25724 / 0.26809"
Ti 0.02199 0.16253 0.18212 1.06
C 3.84598 -1.97277 -0.48617 -0.01
C 2.58694 -1.42850 -0.74032 -0.08
N 1.78284 -1.00073 0.22463 -0.03
C 2.18937 -1.10048 1.53724 -0.16
C 3.45644 -1.61610 1.86895 -0.13
C 4.28103 -2.05647 0.81239 0.05
C 3.83013 -1.69141 3.23052 0.00
C 2.96374 -1.25777 4.19069 -0.02
C 1.69161 -0.74758 3.85490 0.03
C 1.27575 -0.68906 2.54808 -0.20
N 0.01999 -0.22637 2.07789 -0.07
C -1.21581 -0.71884 2.56720 -0.20
C -1.59205 -0.84448 3.88084 0.03
C -2.85354 -1.37508 4.22713 -0.03
C -3.74584 -1.76634 3.27302 0.00
C -3.40797 -1.63161 1.90636 -0.13
C -4.25326 -2.03693 0.85296 0.05
C -3.84656 -1.90348 -0.45105 -0.01
C -2.59477 -1.34720 -0.71240 -0.08
N -1.77219 -0.94981 0.25047 -0.03
C -2.15231 -1.09505 1.56513 -0.15
H 4.45413 -2.31209 -1.31157 0.13
H 2.22682 -1.33484 -1.75876 0.13
H 5.25654 -2.46764 1.04043 0.14
H 4.79986 -2.09267 3.49225 0.13
H 3.24415 -1.30137 5.23395 0.13
H 1.05382 -0.39639 4.65045 0.11
H -0.93212 -0.53449 4.67513 0.11
H -3.10428 -1.46855 5.27465 0.13
H -4.70699 -2.18247 3.54294 0.13
H -5.22119 -2.46280 1.08620 0.14
H -4.47096 -2.21624 -1.27482 0.13
H -2.25525 -1.21970 -1.73433 0.13
C -1.11093 3.71058 -2.55887 -0.15
C 0.07582 3.91310 -1.62504 -0.41
As -0.04333 2.82056 -0.01820 1.15
C 1.42128 3.42295 1.12283 -0.41
C 2.75971 2.81442 0.72010 -0.15
C -1.65952 3.41873 0.90396 -0.41
C -1.72064 4.92844 1.10557 -0.14
H -1.00934 4.34895 -3.43532 0.09
H -2.05459 3.96720 -2.07580 0.07
H -1.17862 2.67969 -2.91279 0.07
H 0.14518 4.94731 -1.28368 0.08
H 1.01951 3.67321 -2.11646 0.07
H 1.15084 3.15333 2.14554 0.08
H 1.44718 4.51183 1.06491 0.08
H 2.75539 1.72356 0.81967 0.04
H 3.55653 3.19054 1.36063 0.09
H 3.02653 3.05962 -0.30890 0.08
H -1.67552 2.88847 1.85926 0.07
H -2.51188 3.06206 0.32261 0.07
H -0.87787 5.29391 1.69224 0.07
H -2.63114 5.19236 1.64248 0.09
H -1.73680 5.46326 0.15597 0.07

***

Record 4
78
Properties=species:S:1:pos:R:3:lowdin_charge:R:1 method="wB97M-V/def2-TZVPD" lumo_energy_ev=-8.03 charge=+2 fmax_ev_per_a=3.83 homo_energy_ev=-13.2 gap_ha=0.18976
Ti 0.09628 0.44989 -0.68665 0.93
Br -1.85422 2.19829 0.20765 0.95
B -2.84402 1.70559 1.90585 -0.76
B -4.27432 2.47419 2.61995 -0.22
C -5.05152 1.18449 3.43025 0.06
B -4.39232 0.84129 1.90705 -0.24
B -4.34122 -0.35821 3.23635 -0.22
B -4.19872 0.54189 4.75725 -0.23
B -4.15912 2.27739 4.38425 -0.23
B -2.68642 2.63909 3.42975 -0.86
Br -1.70622 4.32559 3.49875 0.86
B -2.63232 1.42439 4.79425 -0.85
Br -1.66102 1.74879 6.45925 0.87
B -2.75182 -0.24271 4.05065 -0.86
Br -1.84422 -1.79221 4.82255 0.86
B -2.88742 -0.02371 2.27505 -0.81
Br -1.98382 -1.20391 0.95735 0.98
B -1.82162 1.06839 3.22095 -0.91
Br 0.09978 0.93879 2.84075 0.89
H -4.88682 3.35349 2.15855 0.16
H -6.12712 1.23289 3.51425 0.19
H -5.06562 0.65699 0.97185 0.16
H -4.98322 -1.33141 3.18565 0.16
H -4.76322 0.16869 5.70905 0.17
H -4.70362 3.02809 5.09105 0.17
C 0.26088 4.07819 -3.24425 0.03
C 0.47858 3.19399 -2.18775 -0.10
N -0.03682 1.97329 -2.14685 -0.07
C -0.79752 1.56979 -3.19555 -0.14
C -1.05212 2.38799 -4.32285 -0.11
C -0.50622 3.67839 -4.31945 0.06
C -1.83752 1.87149 -5.39215 0.02
C -2.31352 0.60149 -5.35835 0.02
C -2.04972 -0.25481 -4.24995 -0.11
C -2.44732 -1.59851 -4.21055 0.07
C -2.02932 -2.38041 -3.15035 0.02
C -1.31122 -1.80861 -2.10935 -0.10
N -1.01892 -0.50281 -2.04985 -0.04
C -1.31752 0.24819 -3.14895 -0.11
H 0.69698 5.06289 -3.20785 0.13
H 1.07978 3.49639 -1.33705 0.07
H -0.69362 4.33939 -5.15105 0.14
H -2.03252 2.51009 -6.23795 0.13
H -2.89002 0.20539 -6.18095 0.13
H -3.03282 -2.00831 -5.01725 0.14
H -2.25882 -3.43441 -3.11565 0.13
H -0.95992 -2.43071 -1.29175 0.10
O 1.55748 -0.40081 -1.76105 -0.04
C 1.62528 -1.27401 -0.85435 -0.55
O 0.94018 -0.98991 0.20335 -0.22
C 2.36108 -2.52281 -0.97995 -0.13
C 2.52468 -3.36881 0.12575 0.01
C 3.20508 -4.57071 0.01985 0.05
C 3.68068 -4.91761 -1.22985 -0.17
O 4.33668 -6.02251 -1.60905 0.09
C 4.52238 -5.92911 -3.00935 -0.11
O 4.02708 -4.67611 -3.44025 0.07
C 3.49518 -4.07921 -2.35265 -0.18
C 2.85578 -2.87211 -2.24955 0.10
H 2.08938 -3.08141 1.07075 0.12
H 3.35778 -5.21861 0.86505 0.14
H 3.96428 -6.73831 -3.50745 0.16
H 5.58758 -6.01601 -3.25975 0.16
H 2.71468 -2.22061 -3.09625 0.14
C 3.87428 -0.68381 2.85355 -0.03
N 3.06738 -0.03361 1.84335 -0.04
C 3.24438 1.20609 1.38615 -0.72
S 2.11668 1.88459 0.28755 0.76
N 4.29298 1.91239 1.78245 -0.01
C 4.60618 3.27609 1.43225 -0.06
H 3.38938 -1.61651 3.12665 0.10
H 3.95088 -0.06711 3.75125 0.10
H 4.87558 -0.91031 2.47945 0.10
H 2.24778 -0.53601 1.51785 0.06
H 4.91568 1.48399 2.45325 0.14
H 3.94408 3.61289 0.63885 0.05
H 5.64088 3.34129 1.09445 0.10
H 4.48208 3.92409 2.30165 0.11

***

Repeat the first record exactly.
56
Properties=species:S:1:pos:R:3:lowdin_charge:R:1 method="wB97M-V/def2-TZVPD" lumo_energy_ev="-7.38 / -7.39" charge=+2 fmax_ev_per_a=2.73 homo_energy_ev="-13.9 / -13.9" gap_ha="0.24035 / 0.24005"
C 0.37125 2.96255 2.20330 -0.11
C 0.01929 1.63069 2.62771 -0.20
C 1.24068 0.90615 2.77310 -0.19
H -0.97291 1.27650 2.85460 0.11
C 2.32682 1.76535 2.40994 -0.09
C 1.79132 3.03675 2.06076 -0.08
H 2.36538 3.96017 1.90557 0.14
H -0.29928 3.81429 2.15510 0.13
H 1.37298 -0.09950 3.19387 0.13
H 3.40916 1.56613 2.55430 0.15
Ti 0.68611 1.17670 0.53575 0.83
C -3.65320 0.45033 -1.89092 -0.05
H -3.91726 0.17852 -0.86899 0.02
H -3.85061 -0.44216 -2.52946 0.03
H -4.21191 1.30309 -2.31601 0.03
Si -0.57405 -0.98374 0.54771 0.87
C -1.95665 -2.18901 0.04510 -0.35
C -2.79354 -2.72075 1.06552 -0.11
H -2.76716 -2.29658 2.08096 0.10
C -3.67743 -3.81632 0.86838 -0.06
H -4.19355 -4.25490 1.71976 0.11
C -3.88056 -4.39280 -0.39847 -0.04
H -4.53652 -5.24889 -0.55523 0.12
C -3.16517 -3.79469 -1.46026 -0.06
H -3.31621 -4.22007 -2.46403 0.12
C -2.24716 -2.73642 -1.25221 -0.11
H -1.75993 -2.32997 -2.16121 0.12
C 0.77444 -2.24539 0.63645 -0.34
C 0.52011 -3.63779 0.61230 -0.05
H -0.42342 -3.97654 0.16311 0.10
C 1.41401 -4.50031 1.26939 -0.03
H 1.17916 -5.58866 1.29279 0.13
C 2.57077 -3.93112 1.84368 -0.04
H 3.25440 -4.59646 2.36711 0.11
C 2.90113 -2.54156 1.73267 -0.05
H 3.81299 -2.13058 2.20400 0.12
C 2.03796 -1.73301 0.98491 -0.15
H 2.26152 -0.66684 0.72029 0.07
H -0.02673 -0.01446 -0.60999 -0.04
H -2.61358 0.71282 -2.11033 0.00
N 0.03014 4.35398 -1.96484 0.17
C -1.25686 4.47392 -1.43294 0.01
C -1.38633 3.50660 -0.47855 -0.05
N -0.19119 2.78836 -0.43366 -0.03
C 0.66381 3.34317 -1.31555 -0.23
C 1.96318 2.82870 -1.57587 -0.25
N 2.51148 1.84569 -0.84608 0.06
C 3.74781 1.56291 -1.45090 -0.05
C 3.88279 2.29495 -2.60076 0.00
N 2.73263 3.07763 -2.68556 0.15
H 0.40782 4.90751 -2.70356 0.17
H -1.95304 5.18367 -1.75361 0.12
H -2.17076 3.18859 0.21167 0.14
H 4.47159 0.89387 -1.01837 0.12
H 4.60395 2.36435 -3.36274 0.12
H 2.47031 3.73455 -3.39969 0.17